Record 1
17
Properties=species:S:1:pos:R:3:forces:R:3:nbo_charge:R:1 method="wB97M-V/def2-TZVPD" lumo_ev=1.060 smiles="C=NC.CSC" e_tot_ha=-611.87362 orbital_gap_ha=0.3483 e_above_lowest_kj_mol=179.85
C 0.882 -1.671 2.420 -0.09 -0.94 -0.19 -0.070
N 0.672 -2.199 1.291 -0.50 -1.91 0.25 -0.394
C -0.623 -2.902 1.039 0.71 1.17 -0.99 -0.458
H 1.937 -1.667 2.714 -0.24 1.23 0.02 0.183
H 0.081 -1.446 3.149 0.31 -0.30 0.00 0.138
H -1.100 -2.338 0.240 -0.70 0.29 0.27 0.204
H -1.229 -3.063 1.930 -0.16 0.27 -0.03 0.182
H -0.487 -3.859 0.509 0.64 0.17 0.65 0.214
C -1.151 0.529 -0.768 1.38 0.43 -0.47 -0.714
S 0.469 1.384 -1.166 -1.28 0.15 -0.06 0.161
C -0.224 3.034 -1.453 0.51 0.67 -0.43 -0.748
H -1.923 1.272 -0.563 0.14 -0.16 -0.03 0.217
H -0.907 -0.048 0.111 -0.36 -0.30 0.17 0.220
H -1.393 -0.098 -1.625 -0.27 -0.01 0.23 0.217
H 0.628 3.721 -1.618 -0.39 -0.32 0.28 0.228
H -0.873 3.169 -2.336 0.22 -0.55 0.28 0.210
H -0.778 3.344 -0.570 0.08 0.13 0.03 0.208

Record 2
45
Properties=species:S:1:pos:R:3:forces:R:3:nbo_charge:R:1 method="wB97M-V/def2-TZVPD" lumo_ev=-0.132 smiles="CC(C)=NPC[C@H]1CO1.COC(=O)OC.COC(=O)OC" e_tot_ha=-1394.09743 orbital_gap_ha=0.2472 e_above_lowest_kj_mol=809.32
C 0.172 2.409 3.939 0.53 0.04 -0.87 -0.754
C -0.828 1.113 3.832 -1.22 -2.15 1.76 0.501
C -1.749 0.985 2.446 0.84 1.24 0.50 -0.713
N -0.955 0.114 4.795 1.18 2.57 -5.20 -0.886
P 0.577 -0.796 4.697 1.38 1.11 1.90 0.724
C 0.341 -2.675 4.970 1.62 -1.53 -1.31 -0.732
C 2.006 -3.277 4.757 1.52 0.63 -3.00 0.072
C 2.600 -3.147 3.130 0.82 2.41 4.29 -0.207
O 3.072 -2.196 4.386 -4.05 -3.26 -0.29 -0.568
H 0.612 2.682 2.863 -1.06 -0.73 2.21 0.229
H -0.408 3.395 4.279 1.05 -2.41 -0.55 0.259
H 1.100 2.199 4.633 -2.14 0.34 -1.16 0.258
H -2.903 0.896 2.682 2.57 -0.01 -0.42 0.254
H -1.535 1.965 1.799 -0.66 -2.27 1.24 0.218
H -1.322 0.040 1.871 -1.06 1.94 1.29 0.250
H 0.986 -0.690 3.291 -0.85 -0.68 0.57 -0.079
H -0.277 -3.171 4.109 0.98 0.56 1.96 0.230
H 0.022 -2.986 6.052 0.43 0.84 -2.24 0.255
H 2.347 -4.285 5.421 -0.81 3.26 -1.86 0.232
H 1.858 -2.607 2.392 1.82 -1.08 1.51 0.204
H 3.736 -3.340 2.915 -2.90 -0.84 -0.36 0.251
C -5.380 0.814 -1.225 -0.22 -0.17 0.43 -0.257
O -4.861 1.276 -2.470 1.03 0.14 -0.18 -0.496
C -3.510 1.389 -2.504 0.29 -0.04 0.17 0.982
O -2.745 1.135 -1.586 -1.07 0.34 -1.23 -0.645
O -3.155 1.833 -3.737 -0.56 -0.37 1.01 -0.496
C -1.751 2.001 -3.919 0.59 0.05 -0.11 -0.256
H -6.469 0.762 -1.311 0.26 0.11 -0.27 0.198
H -5.004 -0.188 -0.997 0.06 0.25 0.04 0.192
H -5.132 1.514 -0.420 0.10 -0.21 -0.12 0.191
H -1.229 1.045 -3.799 -0.06 0.24 0.12 0.197
H -1.357 2.748 -3.222 -0.04 -0.26 -0.02 0.191
H -1.582 2.359 -4.938 -0.32 -0.10 0.19 0.199
C 3.248 -0.556 -6.356 -0.04 0.14 -0.52 -0.257
O 3.426 -0.986 -5.008 -0.49 0.47 0.88 -0.495
C 2.722 -0.270 -4.096 -0.22 0.27 -0.05 0.982
O 1.983 0.671 -4.339 1.00 -1.31 0.33 -0.644
O 2.983 -0.782 -2.867 -0.08 0.28 -1.09 -0.495
C 2.305 -0.122 -1.800 -0.26 0.23 0.42 -0.258
H 3.857 -1.197 -6.999 -0.04 -0.01 0.39 0.198
H 2.201 -0.659 -6.659 0.17 0.17 0.11 0.192
H 3.588 0.478 -6.480 -0.22 -0.14 0.06 0.193
H 1.220 -0.208 -1.921 0.19 0.16 -0.06 0.195
H 2.607 0.929 -1.741 -0.18 -0.16 -0.12 0.193
H 2.586 -0.613 -0.865 0.12 -0.08 -0.36 0.197

Record 3
19
Properties=species:S:1:pos:R:3:forces:R:3:nbo_charge:R:1 method="wB97M-V/def2-TZVPD" lumo_ev=-4.428 e_tot_ha=-344.36834 orbital_gap_ha=0.2514 e_above_lowest_kj_mol=385.44 total_charge=+1
C 1.989 -0.496 0.202 -1.12 -1.13 -1.79 -0.676
C 1.025 -0.613 1.320 -1.78 0.47 -0.85 0.250
N 1.451 -0.670 2.610 0.52 -0.39 0.06 -0.783
C -0.300 -0.655 1.144 -1.74 0.84 -1.64 -0.344
C -1.220 -0.476 -0.065 1.16 0.39 1.64 -0.399
C -1.674 0.945 -0.494 1.92 -2.83 -0.64 -0.193
C -1.478 1.309 -1.680 -0.17 1.62 -1.94 0.481
N -1.365 1.705 -2.889 -0.22 -0.93 0.86 -0.650
H 1.625 -0.902 -0.786 -0.27 -0.59 1.26 0.225
H 2.851 -1.052 0.430 1.47 -0.40 0.16 0.235
H 2.194 0.433 -0.242 0.73 1.99 0.67 0.240
H 0.889 -1.201 3.291 0.86 0.64 -0.60 0.412
H 2.446 -0.649 2.657 0.46 -0.41 0.90 0.391
H -0.861 -0.771 2.004 -1.03 -0.09 1.86 0.192
H -2.141 -1.009 -0.002 -0.77 -0.44 0.59 0.245
H -0.731 -0.921 -0.831 1.43 -1.23 -2.91 0.215
H -2.128 1.405 0.276 -1.68 2.24 2.12 0.289
H -1.966 1.442 -3.638 -1.35 -0.59 -0.16 0.436
H -0.605 2.178 -3.306 1.57 0.82 0.41 0.436

Record 4
24
Properties=species:S:1:pos:R:3:forces:R:3:nbo_charge:R:1 method="wB97M-V/def2-TZVPD" lumo_ev=0.238 smiles=CSSC[C@@H](C)N.O.O e_tot_ha=-1162.98169 orbital_gap_ha=0.3217 e_above_lowest_kj_mol=0.00
C -2.587 0.235 -0.135 -0.01 0.29 0.28 -0.764
S -1.935 -1.443 -0.492 0.06 0.61 0.51 0.073
S -0.816 -1.205 -2.174 -0.41 0.12 -0.79 0.100
C 0.729 -0.344 -1.806 0.42 -0.11 -0.74 -0.575
C 1.768 -1.245 -1.128 1.72 1.31 2.29 -0.063
C 3.281 -0.874 -1.506 -2.39 0.57 -1.56 -0.610
N 1.782 -1.028 0.345 -0.25 -0.33 0.50 -0.850
H -1.929 0.809 0.544 -0.09 -0.37 -0.61 0.217
H -2.814 0.766 -1.054 0.43 0.05 -0.24 0.233
H -3.554 0.194 0.363 -0.03 -0.55 0.21 0.228
H 1.151 -0.038 -2.790 -0.71 -0.30 0.22 0.232
H 0.485 0.603 -1.303 0.40 -0.41 0.23 0.233
H 1.583 -2.287 -1.321 -0.28 -0.31 -0.10 0.203
H 3.771 -1.634 -2.118 -0.18 0.10 -0.03 0.215
H 3.885 -0.692 -0.628 -0.09 0.26 0.04 0.225
H 3.047 0.029 -2.141 1.46 -0.54 0.63 0.195
H 0.902 -1.124 0.841 -0.28 -0.34 -0.51 0.361
H 2.075 -0.085 0.581 0.21 -0.05 -0.35 0.346
O -1.239 3.484 1.723 -0.07 0.00 -0.45 -0.941
H -1.103 3.432 2.668 -0.06 -0.14 0.22 0.470
H -1.829 2.754 1.495 0.12 0.12 0.26 0.472
O -2.221 0.253 3.111 -0.01 -0.95 0.60 -0.940
H -1.869 0.076 3.998 0.09 0.55 -0.17 0.471
H -2.565 -0.637 2.926 -0.04 0.43 -0.45 0.470